A molecular structure, C51H51Cl2IN2O3S2Sb2V. Source: OMol25; level of theory: ωB97M-V with the def2-TZVPD basis set.

CARTESIAN COORDINATES (ANGSTROEM)
1 V -0.09 -2.29 0.60
2 C -4.30 -0.13 1.06
3 C -3.74 -0.32 -0.34
4 N -4.79 -0.75 -1.32
5 C -4.28 -1.73 -2.32
6 C -3.44 -2.85 -1.78
7 C -3.58 -4.22 -2.40
8 O -2.76 -4.38 -3.55
9 C -2.58 -2.58 -0.78
10 C -1.66 -3.49 0.02
11 N -0.42 -3.90 -0.49
12 C 0.05 -5.18 -0.38
13 C -0.75 -6.31 -0.59
14 C -0.24 -7.59 -0.56
15 C 1.11 -7.82 -0.31
16 C 1.93 -6.73 -0.07
17 C 1.41 -5.44 -0.09
18 I 2.67 -3.85 0.40
19 C -2.56 -1.21 -0.25
20 O -1.59 -0.84 0.43
21 H -5.18 0.51 1.01
22 H -3.56 0.32 1.71
23 H -4.61 -1.09 1.48
24 H -5.15 -2.13 -2.85
25 H -4.63 -4.40 -2.66
26 H -3.27 -4.97 -1.69
27 H -3.09 -3.81 -4.25
28 H -2.17 -4.13 0.74
29 H -1.80 -6.16 -0.80
30 H -0.90 -8.43 -0.73
31 H 1.51 -8.82 -0.27
32 H 2.98 -6.87 0.17
33 C 0.96 1.76 -0.79
34 C 2.18 2.62 -0.42
35 C 2.97 2.08 0.78
36 Sb 2.48 2.20 2.88
37 C 3.11 4.23 3.16
38 C 2.95 5.22 2.19
39 C 3.36 6.52 2.42
40 C 3.95 6.86 3.63
41 C 4.12 5.89 4.61
42 C 3.71 4.58 4.37
43 C 0.39 2.59 3.03
44 C -0.17 3.87 2.98
45 C -1.51 4.06 3.25
46 C -2.32 2.98 3.58
47 C -1.78 1.71 3.64
48 C -0.43 1.52 3.38
49 Sb -0.95 2.49 -0.09
50 C -0.83 4.27 -1.27
51 C -0.61 5.48 -0.62
52 C -0.41 6.65 -1.33
53 C -0.44 6.63 -2.72
54 C -0.67 5.43 -3.38
55 C -0.86 4.26 -2.67
56 C -2.05 1.28 -1.45
57 C -1.46 0.47 -2.41
58 C -2.16 -0.46 -3.16
59 C -3.64 -0.57 -3.17
60 C -4.38 0.39 -2.22
61 C -3.48 1.00 -1.13
62 H 1.09 0.73 -0.44
63 H 0.86 1.72 -1.87
64 H 1.91 3.67 -0.29
65 H 2.87 2.62 -1.27
66 H 3.94 2.57 0.83
67 H 3.18 1.02 0.62
68 H 2.48 4.98 1.24
69 H 3.22 7.28 1.66
70 H 4.27 7.88 3.82
71 H 4.58 6.15 5.55
72 H 3.86 3.84 5.14
73 H 0.45 4.72 2.73
74 H -1.93 5.06 3.22
75 H -3.37 3.14 3.79
76 H -2.40 0.86 3.89
77 H -0.02 0.52 3.45
78 H -0.59 5.51 0.47
79 H -0.24 7.58 -0.81
80 H -0.29 7.54 -3.28
81 H -0.70 5.41 -4.47
82 H -1.05 3.33 -3.20
83 H -0.39 0.50 -2.54
84 H -1.61 -1.13 -3.80
85 H -4.00 -0.55 -4.20
86 H -5.16 1.01 -2.66
87 H -3.97 1.82 -0.60
88 Cl 1.21 -0.61 1.85
89 C 1.83 -1.56 3.21
90 C 2.96 -1.08 3.83
91 C 3.47 -1.79 4.91
92 C 2.82 -2.95 5.32
93 C 1.69 -3.40 4.66
94 Cl 0.95 -4.86 5.24
95 C 1.13 -2.72 3.57
96 S -0.29 -3.30 2.73
97 H 3.43 -0.17 3.49
98 H 4.35 -1.44 5.42
99 H 3.20 -3.52 6.15
100 C 2.86 -0.01 -3.19
101 C 1.83 -1.01 -3.66
102 S 1.48 -2.22 -2.39
103 O 0.66 -1.46 -1.37
104 C 0.35 -3.28 -3.31
105 C 1.03 -4.57 -3.74
106 H 3.00 0.79 -3.92
107 H 3.83 -0.49 -3.03
108 H 2.55 0.45 -2.25
109 H 2.17 -1.58 -4.53
110 H 0.88 -0.53 -3.92
111 H -0.05 -2.72 -4.16
112 H -0.45 -3.48 -2.60
113 H 1.86 -4.39 -4.42
114 H 0.31 -5.21 -4.24
115 H 1.41 -5.11 -2.87

## Properties
Kohn-Sham gap (alpha / beta)   6.4 / 5.7 eV
HOMO level (alpha / beta)   -6.67 / -6.70 eV
Calculated total energy   -156411.73150 eV
Spin multiplicity   4
Relative energy (zero: lowest compared OMol25 entry of this formula, charge and spin)   495.3 kJ/mol

Atomic partial charges in e from the Löwdin method, atoms 1 to 99:
1 V 0.30
2 C 0.03
3 C -0.35
4 N 0.08
5 C -0.16
6 C -0.07
7 C -0.17
8 O -0.04
9 C -0.05
10 C -0.29
11 N -0.16
12 C -0.37
13 C -0.02
14 C -0.09
15 C -0.11
16 C -0.17
17 C -0.60
18 I 1.12
19 C -0.25
20 O -0.03
21 H 0.09
22 H 0.07
23 H 0.10
24 H 0.15
25 H 0.13
26 H 0.10
27 H 0.09
28 H 0.11
29 H 0.09
30 H 0.10
31 H 0.10
32 H 0.09
33 C -0.39
34 C -0.34
35 C -0.40
36 Sb 1.53
37 C -0.40
38 C -0.14
39 C -0.09
40 C -0.09
41 C -0.09
42 C -0.15
43 C -0.44
44 C -0.18
45 C -0.11
46 C -0.10
47 C -0.10
48 C -0.20
49 Sb 1.58
50 C -0.39
51 C -0.15
52 C -0.09
53 C -0.10
54 C -0.09
55 C -0.12
56 C -0.32
57 C -0.14
58 C -0.01
59 C -0.16
60 C -0.13
61 C -0.19
62 H 0.00
63 H 0.04
64 H 0.07
65 H 0.10
66 H 0.05
67 H 0.02
68 H 0.08
69 H 0.10
70 H 0.10
71 H 0.10
72 H 0.09
73 H 0.08
74 H 0.10
75 H 0.10
76 H 0.11
77 H 0.04
78 H 0.08
79 H 0.10
80 H 0.10
81 H 0.10
82 H 0.09
83 H 0.06
84 H 0.10
85 H 0.14
86 H 0.15
87 H 0.14
88 Cl 0.75
89 C -0.59
90 C -0.16
91 C -0.08
92 C -0.11
93 C -0.68
94 Cl 0.66
95 C -0.72
96 S 0.65
97 H -0.01
98 H 0.11
99 H 0.10

A molecular structure, C51H51F6LiN2O3PSiTe. Source: OMol25; level of theory: ωB97M-V with the def2-TZVPD basis set.

CARTESIAN COORDINATES (ANGSTROEM)
1 Li -0.59 -1.64 -0.47
2 C 3.68 -2.48 -4.08
3 O 2.82 -3.03 -3.11
4 C 1.54 -3.32 -3.46
5 C 1.06 -3.18 -4.76
6 C -0.25 -3.52 -5.08
7 C -1.09 -4.01 -4.09
8 C -0.61 -4.14 -2.79
9 C 0.69 -3.81 -2.44
10 N 1.07 -4.03 -1.12
11 C 2.26 -3.75 -0.44
12 C 2.94 -2.51 -0.37
13 C 4.30 -2.52 0.01
14 C 5.06 -1.37 0.07
15 C 4.47 -0.15 -0.27
16 C 3.13 -0.10 -0.62
17 C 2.32 -1.24 -0.66
18 O 1.04 -1.16 -0.83
19 H 4.63 -2.31 -3.56
20 H 3.31 -1.52 -4.45
21 H 3.83 -3.16 -4.92
22 H 1.71 -2.80 -5.53
23 H -0.60 -3.40 -6.09
24 H -2.11 -4.27 -4.31
25 H -1.28 -4.50 -2.02
26 H 0.44 -4.65 -0.64
27 H 2.70 -4.60 0.07
28 H 4.75 -3.47 0.25
29 H 6.10 -1.41 0.36
30 H 5.05 0.77 -0.22
31 H 2.67 0.86 -0.84
32 F -2.25 -1.94 -1.06
33 P -3.48 -2.77 -0.24
34 F -3.08 -1.94 1.08
35 F -4.62 -3.57 0.54
36 F -4.49 -1.60 -0.66
37 F -2.37 -3.89 0.14
38 F -3.79 -3.55 -1.61
39 C 5.18 4.44 2.81
40 C 4.02 3.56 2.43
41 C 4.02 2.21 2.75
42 C 2.97 1.36 2.40
43 C 3.08 -0.10 2.72
44 C 1.87 1.93 1.75
45 Te 0.16 0.82 1.16
46 N -0.03 -0.99 1.83
47 C -0.08 -1.26 3.14
48 O 0.12 -0.48 4.08
49 C -0.41 -2.70 3.43
50 C -0.96 -3.01 4.66
51 C -1.30 -4.32 4.96
52 C -1.07 -5.33 4.04
53 C -0.50 -5.02 2.81
54 C -0.17 -3.71 2.51
55 C -1.31 1.96 2.24
56 C -2.56 2.00 1.61
57 C -2.92 1.29 0.33
58 C -3.58 2.73 2.21
59 C -3.40 3.42 3.39
60 C -4.52 4.19 4.04
61 C -2.14 3.38 3.98
62 C -1.08 2.67 3.43
63 C 0.24 2.74 4.16
64 C 1.87 3.26 1.35
65 C 0.74 3.87 0.55
66 C 2.94 4.06 1.71
67 H 5.75 4.02 3.63
68 H 4.84 5.43 3.10
69 H 5.86 4.57 1.96
70 H 4.88 1.78 3.27
71 H 2.65 -0.32 3.70
72 H 4.13 -0.40 2.71
73 H 2.56 -0.72 1.99
74 H -1.13 -2.21 5.38
75 H -1.75 -4.56 5.92
76 H -1.34 -6.35 4.27
77 H -0.33 -5.80 2.08
78 H 0.26 -3.45 1.55
79 H -2.06 0.95 -0.26
80 H -3.50 1.96 -0.31
81 H -3.53 0.42 0.53
82 H -4.56 2.74 1.73
83 H -5.38 4.26 3.38
84 H -4.21 5.20 4.31
85 H -4.85 3.69 4.96
86 H -1.97 3.93 4.90
87 H 0.05 2.97 5.21
88 H 0.87 3.53 3.75
89 H 0.77 1.80 4.11
90 H 0.42 3.21 -0.26
91 H 1.08 4.80 0.09
92 H -0.13 4.08 1.17
93 H 2.94 5.11 1.41
94 C 1.62 3.96 -3.34
95 C 2.07 2.64 -3.39
96 C 1.17 1.60 -3.33
97 C -0.21 1.83 -3.23
98 C -0.64 3.16 -3.16
99 C 0.26 4.21 -3.22
100 Si -1.29 0.33 -3.10
101 C -3.10 0.38 -3.43
102 C -3.72 -0.87 -3.63
103 C -5.09 -0.97 -3.79
104 C -5.88 0.17 -3.76
105 C -5.29 1.41 -3.57
106 C -3.92 1.51 -3.40
107 H 2.33 4.78 -3.38
108 H 3.13 2.43 -3.46
109 H 1.53 0.58 -3.34
110 H -1.70 3.39 -3.05
111 H -0.10 5.23 -3.16
112 H -0.65 -0.88 -3.61
113 H -3.12 -1.77 -3.62
114 H -5.54 -1.95 -3.91
115 H -6.95 0.09 -3.87
116 H -5.91 2.30 -3.54
117 H -3.49 2.49 -3.24

## Properties
Kohn-Sham gap (alpha / beta)   4.9 / 6.2 eV
Charge   -1
HOMO level (alpha / beta)   -3.28 / -4.09 eV
Calculated total energy   -103815.42651 eV
Relative energy (zero: lowest compared OMol25 entry of this formula, charge and spin)   51.0 kJ/mol

Atomic partial charges in e from the Löwdin method, atoms 1 to 99:
1 Li 0.52
2 C -0.08
3 O -0.09
4 C -0.21
5 C -0.04
6 C -0.12
7 C -0.11
8 C -0.03
9 C -0.18
10 N 0.06
11 C -0.06
12 C -0.18
13 C -0.06
14 C -0.14
15 C -0.12
16 C -0.07
17 C -0.41
18 O -0.31
19 H 0.09
20 H 0.09
21 H 0.09
22 H 0.10
23 H 0.09
24 H 0.10
25 H 0.10
26 H 0.13
27 H 0.11
28 H 0.10
29 H 0.09
30 H 0.10
31 H 0.09
32 F -0.28
33 P 0.18
34 F -0.15
35 F -0.12
36 F -0.13
37 F -0.16
38 F -0.15
39 C -0.05
40 C -0.26
41 C -0.01
42 C -0.28
43 C -0.04
44 C -0.33
45 Te 1.90
46 N -0.26
47 C -0.62
48 O -0.01
49 C -0.14
50 C -0.03
51 C -0.09
52 C -0.10
53 C -0.08
54 C -0.04
55 C -0.28
56 C -0.28
57 C -0.07
58 C -0.02
59 C -0.27
60 C -0.05
61 C -0.02
62 C -0.27
63 C -0.04
64 C -0.31
65 C -0.06
66 C -0.02
67 H 0.07
68 H 0.07
69 H 0.08
70 H 0.12
71 H 0.09
72 H 0.08
73 H 0.06
74 H 0.11
75 H 0.09
76 H 0.09
77 H 0.10
78 H 0.08
79 H -0.01
80 H 0.08
81 H 0.08
82 H 0.12
83 H 0.07
84 H 0.08
85 H 0.08
86 H 0.12
87 H 0.08
88 H 0.08
89 H 0.05
90 H 0.05
91 H 0.08
92 H 0.08
93 H 0.12
94 C -0.10
95 C -0.09
96 C -0.12
97 C -0.33
98 C -0.11
99 C -0.11

> Which of these has the highest relative energy (zero: lowest compared OMol25 entry of this formula, charge and spin)?

C51H51Cl2IN2O3S2Sb2V

> Number 2 is which compound?

C51H51F6LiN2O3PSiTe

> Number 1 is which compound?

C51H51Cl2IN2O3S2Sb2V

> Which of these has the highest calculated total energy?

C51H51F6LiN2O3PSiTe